1.
Below is a 2-piece molecular cluster, C14H16 overall, with properties calculated with ωB97M-V/def2-TZVPD.

```
30
Properties=species:S:1:pos:R:3
C -0.640 2.710 2.247
C 0.436 1.720 1.890
C 1.305 2.025 0.809
C 2.301 1.143 0.479
C 2.321 -0.124 1.103
C 1.475 -0.407 2.155
C 0.517 0.534 2.567
H -1.490 2.227 2.721
H -1.026 3.317 1.417
H -0.235 3.459 2.939
H 1.119 2.995 0.358
H 3.058 1.359 -0.243
H 2.973 -0.941 0.840
H 1.589 -1.389 2.597
H -0.168 0.290 3.364
C -1.255 -2.226 0.268
C -1.036 -1.524 -1.037
C -2.092 -1.225 -1.884
C -1.815 -0.769 -3.160
C -0.556 -0.406 -3.597
C 0.470 -0.622 -2.671
C 0.310 -1.306 -1.493
H -2.031 -1.592 0.723
H -0.421 -2.326 0.962
H -1.466 -3.281 0.097
H -3.100 -1.304 -1.508
H -2.652 -0.565 -3.823
H -0.351 0.206 -4.463
H 1.505 -0.422 -2.991
H 0.953 -1.557 -0.664
```

The net charge is 0. Its structure (SMILES) is Cc1ccccc1.Cc1ccccc1.

---

2.
Below is C48H58BrFKN4O6PS as an isolated structure, with properties calculated with ωB97M-V/def2-TZVPD.

```
121
Properties=species:S:1:pos:R:3
K -0.590 -0.474 -1.940
C 5.624 3.857 1.861
C 4.672 4.806 1.116
C 5.326 5.242 -0.205
C 4.482 6.059 1.979
C 3.363 4.093 0.804
C 3.380 2.939 0.025
C 2.207 2.316 -0.309
Br 2.295 0.713 -1.384
C 0.902 2.761 0.062
O -0.120 2.144 -0.355
C 0.913 3.921 0.909
C 2.116 4.532 1.223
C -0.343 4.570 1.497
C -0.489 5.993 0.933
C -1.634 3.820 1.179
C -0.222 4.632 3.032
H 6.579 4.350 2.051
H 5.810 2.959 1.280
H 5.191 3.557 2.815
H 6.263 5.770 -0.019
H 4.654 5.902 -0.750
H 5.532 4.382 -0.834
H 5.445 6.539 2.161
H 4.045 5.806 2.943
H 3.836 6.778 1.480
H 4.306 2.517 -0.336
H 2.072 5.418 1.837
H -0.563 5.948 -0.150
H 0.360 6.623 1.190
H -1.390 6.466 1.326
H -1.767 3.727 0.108
H -2.491 4.353 1.597
H -1.618 2.823 1.605
H 0.627 5.233 3.348
H -0.101 3.629 3.436
H -1.123 5.069 3.463
O -1.348 2.903 -2.869
H -1.408 2.093 -3.402
H -0.901 2.626 -2.054
F -1.579 -3.681 0.093
N -0.157 -2.594 1.893
C -0.112 -2.816 3.213
C 1.056 -2.252 3.686
C 1.660 -1.714 2.545
N 0.915 -1.940 1.477
H -0.835 -2.968 1.171
H -0.897 -3.328 3.733
H 1.417 -2.230 4.696
H 2.585 -1.180 2.457
C -1.205 -1.124 -6.148
C -0.965 -0.512 -4.737
O -1.649 0.476 -4.423
O -0.089 -1.051 -4.047
H -2.098 -0.704 -6.602
H -1.292 -2.204 -6.062
H -0.336 -0.899 -6.762
C 0.575 -7.494 0.022
C 1.567 -6.662 0.826
C 1.036 -5.236 1.026
N 0.903 -4.531 -0.224
C 1.907 -4.103 -0.986
S 1.667 -3.441 -2.475
N 3.198 -4.280 -0.464
C 4.386 -4.349 -1.116
O 5.434 -4.369 -0.491
C 4.341 -4.513 -2.596
C 4.892 -3.546 -3.426
C 4.890 -3.733 -4.794
C 4.375 -4.897 -5.338
C 3.866 -5.883 -4.509
C 3.853 -5.697 -3.140
H 0.958 -8.495 -0.169
H 0.381 -7.004 -0.928
H -0.368 -7.579 0.560
H 2.522 -6.624 0.297
H 1.740 -7.122 1.804
H 1.679 -4.694 1.733
H 0.034 -5.286 1.452
H -0.051 -4.170 -0.428
H 3.286 -4.198 0.544
H 5.275 -2.634 -2.993
H 5.281 -2.962 -5.445
H 4.357 -5.032 -6.412
H 3.464 -6.794 -4.935
H 3.441 -6.455 -2.489
O -2.629 -0.111 -1.208
P -3.501 0.184 -0.074
C -2.774 -0.061 1.571
C -3.500 -0.544 2.651
C -2.913 -0.585 3.904
C -1.616 -0.131 4.079
C -0.893 0.348 2.999
C -1.466 0.372 1.742
C -4.128 1.889 -0.059
C -3.862 2.691 -1.159
C -4.362 3.982 -1.205
C -5.134 4.465 -0.164
C -5.386 3.670 0.945
C -4.877 2.386 1.002
C -4.989 -0.876 -0.099
C -4.730 -2.237 -0.200
C -5.777 -3.134 -0.304
C -7.085 -2.676 -0.314
C -7.345 -1.319 -0.219
C -6.298 -0.418 -0.114
H -4.517 -0.892 2.513
H -3.469 -0.966 4.753
H -1.164 -0.154 5.061
H 0.121 0.694 3.133
H -0.925 0.766 0.895
H -3.229 2.321 -1.954
H -4.138 4.613 -2.053
H -5.540 5.468 -0.209
H -5.979 4.064 1.763
H -5.048 1.765 1.871
H -3.703 -2.575 -0.213
H -5.573 -4.192 -0.388
H -7.904 -3.378 -0.402
H -8.367 -0.960 -0.234
H -6.499 0.642 -0.049
```

The net charge is -2.

---

3.
Below is C4H4O6Sc as an isolated structure, with properties calculated with ωB97M-V/def2-TZVPD.

```
15
Properties=species:S:1:pos:R:3
O -0.566 0.532 -0.425
C -1.107 0.518 0.830
O -1.033 -0.659 1.360
O -1.470 1.553 1.371
Sc -0.030 -1.523 -0.164
O 1.895 0.452 -2.701
C 1.994 -0.477 -1.849
C 0.959 1.794 -1.391
O 1.273 -1.503 -1.764
O 2.227 0.010 -0.585
C 2.161 1.448 -0.492
H 0.982 2.893 -1.427
H 0.221 1.840 -2.199
H 2.082 1.785 0.546
H 3.101 1.880 -0.852
```

The net charge is +1.

---

| no. | F_max (eV Å⁻¹) | gap between HOMO and LUMO (Eh) |
| --- | --- | --- |
| 1 | 3.6 | 0.356 |
| 2 | 2.2 | 0.225 |
| 3 | 6.7 | 0.286 |